Entry 1:
DFT (ωB97M-V with the def2-TZVPD basis set) results for the molecule C5H11NO.

Cartesian coordinates (Å):
C (1.450, 1.632, -0.550)
C (0.672, 1.031, 0.628)
C (0.046, -0.337, 0.312)
C (-0.604, -1.108, 1.504)
N (-0.924, -0.169, -0.767)
C (-1.450, -1.216, -1.448)
O (-1.015, -2.350, -1.445)
H (2.262, 0.966, -0.864)
H (0.809, 1.797, -1.423)
H (1.895, 2.597, -0.280)
H (1.347, 0.914, 1.484)
H (-0.117, 1.730, 0.945)
H (0.855, -0.963, -0.090)
H (-0.084, -2.066, 1.604)
H (-0.647, -0.559, 2.459)
H (-1.661, -1.335, 1.313)
H (-1.413, 0.708, -0.845)
H (-2.347, -0.908, -2.021)

Cartesian forces (eV/Å) of the 2 atoms listed first:
C -0.019 -0.048 -0.015
C -0.101 -0.053 0.110

As for the total energy: -8901.2435 eV. The energy above the lowest of the compared OMol25 structures with the same formula, charge and spin comes out at 10.47 kcal/mol. The calculation puts the gap between HOMO and LUMO at 10.63 eV. Its structure (SMILES) is CC[C@@H](C)NC=O. Its HOMO energy is -9.70 eV.

Entry 2:
DFT (ωB97M-V with the def2-TZVPD basis set) results for a cluster of 2 separate species, C5H11NO in total in a non-equilibrium geometry.

Cartesian coordinates (Å):
C (-2.119, 1.045, -0.050)
C (-0.647, 0.883, 0.016)
C (0.470, 0.420, 0.148)
C (1.687, -0.245, 0.478)
N (2.743, 0.081, -0.451)
C (3.993, -0.634, -0.125)
H (-2.575, 0.345, 0.729)
H (-2.474, 0.821, -1.075)
H (-2.381, 2.073, 0.220)
H (1.994, -0.078, 1.520)
H (1.494, -1.344, 0.328)
H (2.885, 1.060, -0.316)
H (3.876, -1.661, -0.497)
H (4.192, -0.719, 0.962)
H (4.863, -0.265, -0.701)
O (-5.159, -0.902, -0.178)
H (-5.063, -0.523, 0.696)
H (-5.050, -1.872, -0.087)

Cartesian forces (eV/Å) of the 2 atoms listed first:
C 0.266 -0.283 0.478
C 0.897 -1.269 0.298

As for the total energy: -8898.4929 eV. The energy above the lowest of the compared OMol25 structures with the same formula, charge and spin comes out at 73.90 kcal/mol. The calculation puts the gap between HOMO and LUMO at 9.80 eV. Its structure (SMILES) is CC#CCNC.O. Its HOMO energy is -9.04 eV.

Entry 3:
DFT (ωB97M-V with the def2-TZVPD basis set) results for a cluster of 2 separate species, C5H11NO in total in a non-equilibrium geometry.

Cartesian coordinates (Å):
C (0.213, 1.936, 1.807)
C (0.602, 1.155, 0.832)
C (-0.153, -0.118, 0.477)
C (0.193, -1.380, 0.821)
N (-1.169, 0.092, -0.529)
C (-2.057, -0.690, -1.357)
H (-0.774, 1.782, 2.411)
H (0.648, 2.815, 2.331)
H (1.598, 1.237, 0.145)
H (-0.224, -2.366, 0.536)
H (1.021, -1.584, 1.500)
H (-1.357, 1.130, -0.535)
H (-2.278, -1.726, -1.003)
H (-2.978, -0.123, -1.456)
H (-1.680, -0.695, -2.469)
O (2.691, -0.201, -1.417)
H (2.614, -1.121, -1.662)
H (3.087, -0.144, -0.432)

Cartesian forces (eV/Å) of the 2 atoms listed first:
C -2.198 1.303 3.024
C 2.122 -1.665 -2.049

As for the total energy: -8897.8858 eV. The energy above the lowest of the compared OMol25 structures with the same formula, charge and spin comes out at 87.90 kcal/mol. The calculation puts the gap between HOMO and LUMO at 8.47 eV. Its structure (SMILES) is C=CC(=C)NC.O. Its HOMO energy is -7.65 eV.

Entry 4:
DFT (ωB97M-V with the def2-TZVPD basis set) results for the molecule C5H11NO in a non-equilibrium geometry.

Cartesian coordinates (Å):
C (-2.164, 1.067, -1.327)
C (-1.768, -0.050, -0.748)
C (-0.998, -0.173, 0.526)
C (0.500, 0.165, 0.379)
N (1.090, 0.592, 1.611)
C (1.249, -0.992, -0.266)
O (2.518, -0.517, -0.765)
H (-2.633, 1.067, -2.303)
H (-1.859, 2.076, -1.093)
H (-1.971, -0.970, -1.280)
H (-1.389, 0.427, 1.350)
H (-1.052, -1.194, 0.922)
H (0.590, 0.940, -0.377)
H (0.725, 0.187, 2.452)
H (1.736, 1.353, 1.677)
H (0.729, -1.429, -1.114)
H (1.514, -1.721, 0.504)
H (3.183, -0.828, -0.147)

Cartesian forces (eV/Å) of the 2 atoms listed first:
C 0.432 0.626 -1.116
C -0.094 -0.259 0.036

As for the total energy: -8899.5979 eV. The energy above the lowest of the compared OMol25 structures with the same formula, charge and spin comes out at 48.41 kcal/mol. The calculation puts the gap between HOMO and LUMO at 9.78 eV. Its structure (SMILES) is C=CC[C@@H](N)CO. Its HOMO energy is -8.71 eV.

Entry 5:
DFT (ωB97M-V with the def2-TZVPD basis set) results for the molecule C5H11NO.

Cartesian coordinates (Å):
C (-0.918, -1.312, -0.712)
C (-0.667, 0.159, -0.384)
C (-1.559, 0.652, 0.757)
N (0.747, 0.414, -0.096)
C (1.421, -0.352, 0.929)
C (1.457, 1.249, -0.905)
O (1.037, 1.804, -1.902)
H (-0.761, -1.957, 0.160)
H (-1.952, -1.452, -1.042)
H (-0.254, -1.646, -1.517)
H (-0.874, 0.756, -1.276)
H (-1.435, 1.729, 0.910)
H (-2.612, 0.457, 0.527)
H (-1.330, 0.141, 1.701)
H (0.979, -0.196, 1.920)
H (1.395, -1.425, 0.702)
H (2.470, -0.047, 0.971)
H (2.494, 1.394, -0.542)

Cartesian forces (eV/Å) of the 2 atoms listed first:
C 0.006 -0.062 -0.010
C -0.116 0.004 -0.064

As for the total energy: -8901.2440 eV. The energy above the lowest of the compared OMol25 structures with the same formula, charge and spin comes out at 10.45 kcal/mol. The calculation puts the gap between HOMO and LUMO at 10.18 eV. Its structure (SMILES) is CC(C)N(C)C=O. Its HOMO energy is -9.32 eV.

Entry 6:
DFT (ωB97M-V with the def2-TZVPD basis set) results for the molecule C5H11NO.

Cartesian coordinates (Å):
C (-1.117, -1.203, -0.870)
C (-0.572, 0.173, -0.479)
C (-1.306, 0.736, 0.769)
N (0.877, 0.154, -0.265)
C (1.311, -0.611, 0.878)
C (1.654, 1.164, -0.760)
O (1.324, 1.967, -1.609)
H (-1.026, -1.919, -0.046)
H (-2.181, -1.107, -1.107)
H (-0.614, -1.624, -1.748)
H (-0.711, 0.857, -1.323)
H (-1.149, 1.816, 0.863)
H (-2.378, 0.532, 0.697)
H (-1.008, 0.300, 1.735)
H (1.211, -1.687, 0.700)
H (2.347, -0.382, 1.129)
H (0.679, -0.346, 1.725)
H (2.658, 1.180, -0.289)

Cartesian forces (eV/Å) of the 2 atoms listed first:
C -0.024 -0.020 0.068
C -0.208 0.095 0.040

As for the total energy: -8901.0711 eV. The energy above the lowest of the compared OMol25 structures with the same formula, charge and spin comes out at 14.44 kcal/mol. The calculation puts the gap between HOMO and LUMO at 10.23 eV. Its structure (SMILES) is CC(C)N(C)C=O. Its HOMO energy is -9.34 eV.

Entry 7:
DFT (ωB97M-V with the def2-TZVPD basis set) results for the molecule C5H11NO.

Cartesian coordinates (Å):
C (1.630, 0.642, -1.323)
C (0.803, -0.298, -0.520)
C (1.058, -0.478, 0.923)
N (-0.021, 0.345, 1.464)
C (-1.288, -0.329, 1.348)
C (-1.907, -0.002, -0.073)
O (-0.930, 0.793, -0.736)
H (1.151, 0.934, -2.259)
H (2.576, 0.127, -1.548)
H (1.876, 1.535, -0.741)
H (0.282, -1.081, -1.065)
H (2.029, -0.059, 1.217)
H (1.007, -1.536, 1.232)
H (-1.224, -1.424, 1.483)
H (-1.962, 0.060, 2.121)
H (-2.104, -0.887, -0.689)
H (-2.831, 0.578, 0.012)
H (-0.489, 1.204, 0.105)

Cartesian forces (eV/Å) of the 2 atoms listed first:
C -0.081 0.050 0.037
C 0.074 0.001 -0.064

As for the total energy: -8896.6577 eV. The energy above the lowest of the compared OMol25 structures with the same formula, charge and spin comes out at 116.22 kcal/mol. The calculation puts the gap between HOMO and LUMO at 7.63 eV. Its HOMO energy is -7.44 eV.

Entry 8:
DFT (ωB97M-V with the def2-TZVPD basis set) results for the molecule C5H11NO.

Cartesian coordinates (Å):
C (2.060, 1.091, 0.775)
C (1.634, -0.271, 0.242)
C (0.320, -0.768, 0.836)
N (-0.891, -0.011, 0.481)
C (-1.154, 0.292, -0.848)
C (-2.500, -0.195, -1.341)
O (-0.352, 0.838, -1.579)
H (3.080, 1.339, 0.461)
H (1.390, 1.876, 0.414)
H (2.039, 1.092, 1.873)
H (1.570, -0.253, -0.850)
H (2.386, -1.023, 0.509)
H (0.176, -1.818, 0.538)
H (0.393, -0.750, 1.931)
H (-1.698, -0.412, 0.944)
H (-3.321, 0.115, -0.690)
H (-2.467, -1.291, -1.335)
H (-2.666, 0.151, -2.362)

Cartesian forces (eV/Å) of the 2 atoms listed first:
C -0.015 0.092 0.031
C 0.042 -0.043 0.015

As for the total energy: -8901.2325 eV. The energy above the lowest of the compared OMol25 structures with the same formula, charge and spin comes out at 10.72 kcal/mol. The calculation puts the gap between HOMO and LUMO at 10.36 eV. Its structure (SMILES) is CCCNC(C)=O. Its HOMO energy is -9.51 eV.

Entry 9:
DFT (ωB97M-V with the def2-TZVPD basis set) results for a cluster of 2 separate species, C5H11NO in total in a non-equilibrium geometry.

Cartesian coordinates (Å):
C (-1.923, -0.060, -0.780)
C (-1.058, 0.910, 0.017)
C (-1.250, 0.833, 1.460)
N (0.583, -0.999, 0.796)
C (1.339, -0.216, 0.121)
O (0.844, 0.947, -0.268)
C (2.757, -0.612, -0.309)
H (-2.836, 0.370, -1.236)
H (-1.274, -0.384, -1.581)
H (-2.227, -0.936, -0.191)
H (-1.019, 1.920, -0.354)
H (-2.197, 1.410, 1.344)
H (-0.486, 1.392, 2.002)
H (-1.454, -0.152, 1.886)
H (1.024, -1.890, 0.961)
H (2.912, -0.422, -1.374)
H (2.918, -1.684, -0.126)
H (3.533, -0.066, 0.239)

Cartesian forces (eV/Å) of the 2 atoms listed first:
C 0.819 -0.074 -0.144
C 1.854 -0.272 -0.525

As for the total energy: -8898.9790 eV. The energy above the lowest of the compared OMol25 structures with the same formula, charge and spin comes out at 62.69 kcal/mol. The calculation puts the gap between HOMO and LUMO at 10.08 eV. Its HOMO energy is -9.10 eV.

Entry 10:
DFT (ωB97M-V with the def2-TZVPD basis set) results for the molecule C5H11NO in a non-equilibrium geometry.

Cartesian coordinates (Å):
C (-1.028, -1.017, -1.708)
C (-0.084, 0.072, -1.252)
C (-0.541, 1.467, -1.017)
N (-0.344, 0.564, 0.090)
C (0.696, 0.785, 1.088)
C (1.248, -0.510, 1.554)
O (0.060, -0.861, 2.545)
H (-0.747, -1.979, -1.261)
H (-1.036, -1.136, -2.797)
H (-2.044, -0.782, -1.375)
H (0.962, -0.040, -1.549)
H (-1.570, 1.759, -1.222)
H (0.195, 2.260, -1.167)
H (1.384, 1.638, 0.903)
H (0.087, 0.572, 2.176)
H (1.295, -1.377, 0.898)
H (2.152, -0.391, 2.162)
H (-0.684, -1.024, 1.930)

Cartesian forces (eV/Å) of the 2 atoms listed first:
C 0.002 0.001 -0.025
C 0.130 -0.163 0.008

As for the total energy: -8897.3828 eV. The energy above the lowest of the compared OMol25 structures with the same formula, charge and spin comes out at 99.50 kcal/mol. The calculation puts the gap between HOMO and LUMO at 9.58 eV. Its structure (SMILES) is C[C@H]1CN1CCO. Its HOMO energy is -8.49 eV.

Q: Look up the gap between HOMO and LUMO of the third one.
A: 8.47 eV